C38H53Br4F3N2O18 | wB97M-V/def2-TZVPD

Geometry (Å):
C1 -1.0993 -1.1003 -7.6478
C2 -1.9528 -2.1117 -6.8607
C3 -2.8557 -1.5021 -5.7800
C4 -2.1585 -0.5367 -4.8292
C5 -1.0631 -1.2127 -3.9796
C6 -0.4301 -0.1373 -3.0529
C7 1.0747 -0.0500 -3.4629
O1 1.1625 0.8321 -4.5969
C8 2.1704 0.5341 -5.3745
N1 2.9085 0.1497 -6.1704
C9 1.5792 0.7058 -2.2372
C10 2.7712 1.6185 -2.3567
O2 2.6097 2.8158 -2.5721
O3 3.8246 0.9672 -2.2209
N2 0.8600 0.4418 -1.2003
C11 1.1502 1.0940 0.0585
Br1 1.8060 -0.1714 1.3868
C12 -0.0102 1.9353 0.6311
C13 0.6091 2.9578 1.5987
Br2 -0.8262 2.9913 -0.7941
C14 -0.1733 -0.5740 -1.5716
C15 -1.5364 -0.5742 -0.8948
C16 -1.6561 -1.2145 0.5023
C17 -1.5648 -2.7402 0.5315
F1 -2.4238 -3.2891 -0.3688
Br3 0.2387 -3.4078 0.2843
C18 -2.0952 -3.2321 1.9787
F2 -2.1068 -2.2044 2.8388
F3 -3.3154 -3.7548 1.8770
Br4 -0.9463 -4.6046 2.7572
H1 -0.7443 -0.2566 -7.0549
H2 -1.6177 -0.7169 -8.5290
H3 -0.2135 -1.6174 -8.0280
H4 -2.6178 -2.5871 -7.5879
H5 -1.3233 -2.9210 -6.4795
H6 -3.3961 -2.2813 -5.2479
H7 -3.6348 -0.9283 -6.3014
H8 -1.7074 0.3246 -5.3282
H9 -2.8986 -0.1310 -4.1270
H10 -0.2807 -1.5846 -4.6420
H11 -1.5230 -2.0267 -3.4119
H12 -0.9195 0.8333 -3.1353
H13 1.5709 -1.0177 -3.5324
H14 1.9745 1.7910 -0.0779
H15 -0.7370 1.3277 1.1647
H16 -0.1392 3.6544 1.9731
H17 1.3241 3.5534 1.0228
H18 1.1392 2.4325 2.3945
H19 0.3233 -1.5319 -1.7176
H20 -2.1914 -1.1609 -1.5447
H21 -1.9652 0.4271 -0.8538
H22 -0.9616 -0.8229 1.2436
H23 -2.6612 -0.9779 0.8689
C19 -3.4869 -6.1365 8.7674
C20 -3.6181 -4.9640 7.8277
C21 -4.8012 -5.0414 6.8896
O4 -4.3351 -4.3065 5.7521
C22 -2.9829 -4.3917 5.7396
O5 -2.2938 -4.0597 4.8276
O6 -2.5206 -4.9160 6.8997
H24 -2.6462 -5.9903 9.4451
H25 -4.3925 -6.2609 9.3613
H26 -3.2930 -7.0550 8.2123
H27 -3.6230 -4.0272 8.3915
H28 -5.6980 -4.5829 7.2991
H29 -5.0310 -6.0629 6.5769
C23 6.2188 0.3199 -0.1454
C24 6.5669 1.0225 1.1429
C25 7.6166 0.3261 1.9764
O7 7.2615 0.7243 3.3102
C26 5.9355 0.9893 3.3102
O8 5.2798 1.1634 4.2906
O9 5.4464 1.0343 2.0536
H30 5.4949 0.8946 -0.7224
H31 7.1087 0.1754 -0.7588
H32 5.7616 -0.6500 0.0577
H33 6.8470 2.0600 0.9418
H34 8.6274 0.6478 1.7384
H35 7.5613 -0.7627 1.9108
C27 -3.9159 -6.6576 -9.6316
C28 -3.9491 -6.6397 -8.1239
C29 -5.3166 -6.8721 -7.5229
O10 -5.2337 -6.1480 -6.2901
C30 -4.3201 -5.1614 -6.4581
O11 -4.1469 -4.2649 -5.6977
O12 -3.6312 -5.3342 -7.6122
H36 -2.8951 -6.5344 -9.9925
H37 -4.3081 -7.5988 -10.0172
H38 -4.5001 -5.8319 -10.0395
H39 -3.2174 -7.3458 -7.7220
H40 -5.5240 -7.9229 -7.3356
H41 -6.1245 -6.4484 -8.1243
C31 3.8554 3.6093 5.0012
C32 4.2341 5.0216 5.3633
C33 4.4704 5.2579 6.8371
O13 4.1062 6.6401 6.9884
C34 3.2132 6.9312 6.0143
O14 2.5601 7.9232 5.9543
O15 3.1497 5.9323 5.1020
H42 3.7495 3.5081 3.9214
H43 4.6018 2.8994 5.3384
H44 2.8910 3.3487 5.4422
H45 5.0951 5.3449 4.7715
H46 5.5051 5.1003 7.1305
H47 3.8204 4.6549 7.4751
C35 0.6085 8.5447 3.6134
C36 -0.3380 7.4573 3.1786
C37 0.0738 6.7435 1.9125
O16 -1.1862 6.3308 1.3692
C38 -2.1287 7.1992 1.8228
O17 -3.2422 7.2546 1.4139
O18 -1.6229 7.9884 2.8004
H48 0.2851 8.9792 4.5576
H49 1.6113 8.1471 3.7465
H50 0.6350 9.3553 2.8825
H51 -0.4959 6.7493 3.9972
H52 0.7080 5.8805 2.1025
H53 0.5686 7.4008 1.1937

Results
Total energy (eV): -368421.9938
Energy relative to the best compared isomer or geometry (same formula, charge and spin) (eV): 0.0000
LUMO energy (eV): -0.354
Orbital gap (eV): 8.82


C38H53Cl2N10O | wB97M-V/def2-TZVPD

Geometry (Å):
C1 2.8805 -2.5349 6.0416
C2 2.0495 -2.1066 4.6951
N1 2.7933 -1.8837 3.5292
C3 0.4246 -1.9541 4.5506
C4 -0.3248 -1.2287 5.8155
N2 -1.6461 -1.9145 6.2231
C5 -2.6963 -1.8895 5.1355
C6 -2.6052 -0.4434 4.3700
O1 -2.0389 0.6545 5.1627
C7 -0.6568 0.3627 5.6146
N3 -0.5363 1.0747 6.9792
C8 0.3315 1.1128 4.4927
Cl1 -0.3456 1.6407 2.8080
C9 1.7837 1.3830 4.7047
C10 2.7063 2.1463 3.5369
Cl2 2.6740 0.9022 6.2570
H1 3.9157 -1.9439 6.0015
H2 3.1826 -3.6893 6.0088
H3 2.3796 -2.2339 7.0554
H4 3.8117 -2.0377 3.7171
H5 0.1507 -1.4831 3.4902
H6 -0.0097 -3.0651 4.5014
H7 0.3897 -1.3952 6.7575
H8 -2.0018 -1.3548 7.0545
H9 -1.3722 -2.8687 6.5486
H10 -3.7574 -2.0171 5.6494
H11 -2.5253 -2.8177 4.4321
H12 -2.0625 -0.6002 3.3231
H13 -3.7208 -0.1291 4.0984
H14 -0.3108 2.0785 6.8037
H15 0.1788 0.6108 7.5801
H16 2.6748 3.3218 3.6447
H17 3.8249 1.8303 3.7689
H18 2.4740 1.7684 2.4536
N4 -3.7107 0.2159 -1.0152
C11 -2.9548 0.9791 -1.8663
C12 -1.8971 1.4941 -1.1505
C13 -2.0162 1.0200 0.1777
C14 -3.1432 0.2307 0.2324
H19 -4.5548 -0.2813 -1.2682
H20 -3.2342 1.0914 -2.9053
H21 -1.1228 2.1404 -1.5429
H22 -1.3512 1.2311 1.0051
H23 -3.5893 -0.3191 1.0503
N5 -5.0020 3.5102 -1.9385
C15 -4.6641 4.2222 -3.0599
C16 -5.7057 5.0737 -3.3533
C17 -6.7045 4.8724 -2.3709
C18 -6.2424 3.9037 -1.5083
H24 -4.4258 2.8054 -1.4970
H25 -3.7146 4.0612 -3.5526
H26 -5.7417 5.7660 -4.1844
H27 -7.6579 5.3798 -2.3000
H28 -6.6895 3.4610 -0.6282
N6 2.2888 -0.8285 -0.5959
C19 3.0448 -0.0653 -1.4471
C20 4.1024 0.4498 -0.7313
C21 3.9833 -0.0243 0.5970
C22 2.8564 -0.8136 0.6516
H29 1.4448 -1.3257 -0.8489
H30 2.7654 0.0470 -2.4861
H31 4.8768 1.0961 -1.1237
H32 4.6484 0.1867 1.4244
H33 2.4103 -1.3635 1.4696
N7 4.1717 -3.5881 -4.3280
C23 4.2187 -2.5504 -3.4338
C24 5.0052 -1.5579 -3.9746
C25 5.4431 -2.0105 -5.2422
C26 4.9112 -3.2656 -5.4361
H34 3.6692 -4.4556 -4.1920
H35 3.6912 -2.6077 -2.4911
H36 5.2374 -0.6097 -3.5072
H37 6.0775 -1.4778 -5.9388
H38 4.9965 -3.9556 -6.2650
N8 -1.9412 4.5986 -5.4826
C27 -2.9724 5.1986 -6.1574
C28 -2.4779 6.3251 -6.7759
C29 -1.0987 6.4041 -6.4682
C30 -0.7935 5.3239 -5.6708
H39 -2.0153 3.7526 -4.9328
H40 -3.9674 4.7745 -6.1383
H41 -3.0487 7.0148 -7.3841
H42 -0.4029 7.1665 -6.7939
H43 0.1394 5.0109 -5.2212
N9 0.6839 0.4309 -7.9006
C31 -0.3841 1.2831 -8.0082
C32 -0.6146 1.8355 -6.7681
C33 0.3523 1.3021 -5.8826
C34 1.1429 0.4400 -6.6090
H44 1.0731 -0.1181 -8.6561
H45 -0.8884 1.4219 -8.9551
H46 -1.3940 2.5467 -6.5274
H47 0.4606 1.5236 -4.8287
H48 1.9896 -0.1672 -6.3179
N10 1.7092 -7.1756 4.4388
C35 0.5272 -7.8207 4.1832
C36 -0.2570 -6.9855 3.4193
C37 0.4803 -5.7972 3.2015
C38 1.6917 -5.9429 3.8396
H49 2.4749 -7.5507 4.9834
H50 0.3452 -8.8155 4.5671
H51 -1.2521 -7.2085 3.0569
H52 0.1622 -4.9288 2.6391
H53 2.5399 -5.2762 3.9196

Results
Total energy (eV): -82244.3200
Net charge: +1
LUMO energy (eV): -3.237
Orbital gap (eV): 5.92


C38H53MnN4OP2 | wB97M-V/def2-TZVPD

Geometry (Å):
C1 -1.6151 -1.4913 -1.8298
C2 0.6620 -1.6371 -1.4880
C3 -1.5673 -2.4871 -2.7989
C4 0.7517 -2.8147 -2.2589
C5 -0.3908 -3.2271 -2.9488
H1 -2.4589 -2.6803 -3.3941
H2 1.7140 -3.3109 -2.3776
H3 -0.3641 -4.0766 -3.6330
N1 -0.5712 -1.2898 -0.9957
P1 -2.8374 0.1116 0.0347
P2 3.4253 -0.4186 -0.4315
C6 -2.7532 -0.4827 -1.7199
H4 -2.5472 0.3878 -2.3764
H5 -3.6817 -0.9310 -2.0990
C7 0.3223 1.2476 1.6178
O1 1.1252 1.9948 2.0367
C8 1.6617 -0.5411 -1.6220
H6 2.2422 -0.7449 -2.5323
C9 4.6646 0.4456 -1.5466
C10 3.9850 -0.9966 1.2661
C11 -3.3763 1.9258 -0.0177
C12 -4.1133 -1.1264 0.7106
C13 4.4579 1.9641 -1.3421
H7 4.5581 2.2546 -0.2853
H8 5.2198 2.5024 -1.9258
H9 3.4662 2.2767 -1.6970
C14 6.1300 0.0622 -1.2353
H10 6.4478 0.3375 -0.2216
H11 6.3089 -1.0105 -1.3934
H12 6.7804 0.6124 -1.9353
C15 4.3817 0.0897 -3.0215
H13 5.2218 0.4557 -3.6269
H14 4.3006 -0.9936 -3.1724
H15 3.4739 0.5891 -3.3914
C16 4.7375 0.1324 1.9846
H16 4.0513 0.9631 2.2062
H17 5.1241 -0.2559 2.9404
H18 5.5812 0.5351 1.4129
C17 2.7716 -1.3573 2.1407
H19 2.1578 -0.4718 2.3571
H20 2.1327 -2.1097 1.6608
H21 3.1302 -1.7625 3.0990
C18 4.8326 -2.2544 1.0182
H22 5.7957 -2.0307 0.5377
H23 5.0317 -2.7526 1.9805
H24 4.2851 -2.9611 0.3766
C19 -4.4298 -0.7607 2.1673
H25 -5.0631 -1.5525 2.5961
H26 -3.5239 -0.6858 2.7850
H27 -4.9937 0.1800 2.2468
C20 -3.4969 -2.5332 0.6403
H28 -3.3116 -2.8444 -0.3971
H29 -2.5538 -2.5991 1.1957
H30 -4.2047 -3.2478 1.0881
C21 -5.4138 -1.1519 -0.1171
H31 -6.0997 -1.8659 0.3639
H32 -5.9185 -0.1812 -0.1504
H33 -5.2430 -1.4990 -1.1439
C22 -2.5122 2.6953 -1.0362
H34 -2.7436 2.4001 -2.0688
H35 -2.7295 3.7701 -0.9315
H36 -1.4353 2.5470 -0.8649
C23 -3.1637 2.5256 1.3840
H37 -2.0965 2.6274 1.6260
H38 -3.6087 3.5313 1.4088
H39 -3.6416 1.9298 2.1750
C24 -4.8519 2.0500 -0.4152
H40 -5.0580 1.5706 -1.3829
H41 -5.5248 1.6498 0.3562
H42 -5.0882 3.1206 -0.5204
Mn1 -0.5002 0.0286 0.5244
N2 0.3230 1.2151 -0.6739
C25 1.0268 0.7514 -1.6451
C26 1.0231 1.5619 -2.9053
C27 0.9882 2.9577 -2.8293
C28 0.8931 0.9244 -4.1514
C29 0.9351 3.7225 -4.0001
H43 0.9966 3.4144 -1.8380
C30 0.7881 1.6914 -5.3139
H44 0.8282 -0.1687 -4.1848
C31 0.8216 3.0853 -5.2462
H45 1.0081 4.8062 -3.9413
H46 0.7067 1.1751 -6.2737
H47 0.7765 3.6816 -6.1573
N3 -0.7967 -2.6994 3.7985
C32 -0.6006 -2.3366 2.5145
N4 -0.7409 -1.0099 2.3821
C33 -1.0296 -0.4904 3.6612
C34 -1.3427 0.7997 4.0930
C35 -1.7288 0.9706 5.4284
C36 -1.7946 -0.1166 6.3140
C37 -1.4680 -1.4157 5.8830
C38 -1.0722 -1.5575 4.5584
H48 -0.7617 -3.6513 4.1457
H49 -0.3562 -3.0522 1.7315
H50 -1.2651 1.6375 3.3998
H51 -1.9827 1.9685 5.7921
H52 -2.1055 0.0527 7.3437
H53 -1.5191 -2.2944 6.5230

Results
Total energy (eV): -98163.3749
Net charge: +1
Energy relative to the best compared isomer or geometry (same formula, charge and spin) (eV): 1.5527
LUMO energy (alpha / beta) (eV): -2.198 / -3.446
Orbital gap (alpha / beta) (eV): 5.96 / 6.27
Multiplicity: 6
<S²>: 8.864


C38H53N13OPbS | wB97M-V/def2-TZVPD

Geometry (Å):
Pb1 1.0413 0.0876 0.5679
C1 4.2328 0.8856 1.8023
N1 3.4997 -0.3667 1.6319
C2 3.3434 -1.1428 2.8641
C3 2.0677 -0.7204 3.5391
N2 1.0240 -0.2228 2.9016
C4 0.0315 0.0135 3.8660
C5 -1.2319 0.5948 3.7587
C6 -1.9735 0.7086 4.9160
C7 -1.4781 0.2577 6.1550
C8 -0.2207 -0.2964 6.2740
C9 0.5237 -0.3930 5.1009
N3 1.8173 -0.8561 4.8479
C10 3.4912 2.0336 1.1952
N4 2.1719 2.1191 1.0269
C11 1.9128 3.4884 0.7337
C12 0.7312 4.2252 0.6579
C13 0.8325 5.5763 0.4136
C14 2.0774 6.2131 0.2646
C15 3.2524 5.5146 0.4106
C16 3.1308 4.1540 0.6641
N5 4.0978 3.1941 0.9588
H1 5.2519 0.8274 1.4176
H2 4.3149 1.1108 2.8688
H3 3.9555 -0.9364 0.9329
H4 4.1875 -1.0131 3.5451
H5 3.2967 -2.2064 2.6234
H6 -1.5968 0.9688 2.8088
H7 -2.9509 1.1730 4.8845
H8 -2.0899 0.3735 7.0402
H9 0.1705 -0.6142 7.2322
H10 2.4752 -1.1728 5.5458
H11 -0.2305 3.7739 0.8542
H12 -0.0687 6.1725 0.3558
H13 2.1124 7.2777 0.0768
H14 4.2155 6.0071 0.3656
H15 5.0877 3.3709 1.0541
C17 -0.6554 -4.2386 -1.9513
N6 0.1538 -4.9075 -0.8796
C18 -0.6647 -5.9027 -0.1108
C19 0.7993 -3.8968 0.0367
C20 1.9510 -3.1872 -0.6369
C21 2.9396 -3.9441 -1.2984
C22 4.0319 -3.3717 -1.9229
C23 4.2052 -1.9925 -1.8879
C24 3.2730 -1.1996 -1.2292
C25 2.2103 -1.8377 -0.6314
H16 -1.0227 -4.9963 -2.6374
H17 -0.0226 -3.5268 -2.4760
H18 -1.4836 -3.7198 -1.4735
H19 0.8954 -5.4252 -1.3506
H20 -1.4327 -5.3627 0.4380
H21 -0.0178 -6.4464 0.5728
H22 -1.1256 -6.5932 -0.8116
H23 1.1418 -4.4358 0.9194
H24 0.0138 -3.1976 0.3192
H25 2.8732 -5.0295 -1.2920
H26 4.7536 -3.9991 -2.4283
H27 5.0564 -1.5242 -2.3678
H28 3.3876 -0.1239 -1.2191
C26 -4.4756 1.1273 -2.1244
C27 -4.1907 2.5296 -2.6529
C28 -3.4606 2.4870 -3.9915
C29 -3.4706 3.3896 -1.6149
N7 -2.1766 2.8237 -1.1668
C30 -1.9220 1.9520 -0.2050
N8 -0.6371 1.6603 -0.2600
N9 -0.1216 2.3671 -1.2929
N10 -1.0368 3.0598 -1.8450
H29 -5.1251 0.5917 -2.8171
H30 -4.9865 1.1585 -1.1561
H31 -3.5536 0.5407 -2.0231
H32 -5.1471 3.0379 -2.7983
H33 -2.4558 2.0638 -3.8898
H34 -3.3633 3.4826 -4.4264
H35 -4.0151 1.8693 -4.6987
H36 -4.0837 3.5062 -0.7222
H37 -3.2456 4.3765 -2.0128
H38 -2.6456 1.5782 0.5005
C31 -4.7194 -0.9994 0.9748
N11 -3.8575 -1.5942 2.0010
C32 -4.3252 -2.0729 3.2149
C33 -3.2582 -2.5197 3.9064
N12 -2.1658 -2.3246 3.0871
C34 -2.5249 -1.7512 1.9261
S1 -1.5144 -1.3716 0.5732
H39 -5.6338 -1.5818 0.9013
H40 -4.2021 -1.0119 0.0219
H41 -4.9718 0.0227 1.2519
H42 -5.3698 -2.0507 3.4773
H43 -3.1893 -2.9590 4.8872
H44 -1.2089 -2.5025 3.3418
C35 -0.4633 -0.8306 -4.1185
N13 0.5381 0.2273 -4.2274
C36 0.8047 0.7669 -5.5763
C37 1.2122 0.6040 -3.1516
C38 2.2435 1.6900 -3.2607
O1 0.9979 0.0603 -2.0300
H45 -1.2454 -0.6564 -4.8520
H46 -0.8937 -0.8304 -3.1212
H47 -0.0149 -1.8068 -4.3165
H48 0.1168 0.2968 -6.2708
H49 1.8169 0.5440 -5.9058
H50 0.6413 1.8411 -5.6122
H51 2.4237 2.0389 -4.2705
H52 3.1847 1.3191 -2.8497
H53 1.9241 2.5291 -2.6419

Results
Total energy (eV): -77732.7461
Net charge: +4
Energy relative to the best compared isomer or geometry (same formula, charge and spin) (eV): 1.7293
LUMO energy (eV): -12.344
Orbital gap (eV): 5.42